(1)
The following is a DFT calculation (ωB97M-V with the def2-TZVPD basis set) of a cluster of 6 separate species, C19H55O22P5 in total in a non-equilibrium geometry.

Last column: Mulliken charge in e.
CARTESIAN COORDINATES (ANGSTROEM)
C (-0.445, -0.305, 3.736)  -0.5891
O (-0.342, -1.353, 4.745)  -0.3510
P (-1.640, -2.204, 5.002)  1.1333
O (-2.290, -2.805, 3.870)  -0.6644
O (-1.177, -3.265, 6.052)  -0.3714
C (-0.317, -2.863, 7.066)  -0.6353
O (-2.536, -1.226, 5.894)  -0.3910
C (-3.610, -0.500, 5.247)  -0.6434
H (-0.385, 0.660, 4.267)  0.2526
H (-1.401, -0.260, 3.219)  0.4182
H (0.444, -0.362, 3.123)  0.2196
H (-0.378, -3.622, 7.844)  0.2535
H (-0.535, -1.879, 7.480)  0.2916
H (0.732, -2.840, 6.744)  0.2312
H (-3.767, -0.848, 4.219)  0.3142
H (-3.319, 0.547, 5.202)  0.2096
H (-4.530, -0.704, 5.780)  0.3363
C (-0.454, 7.038, -3.495)  -0.6951
O (-1.162, 6.223, -2.552)  -0.3686
P (-0.458, 5.093, -1.711)  1.0448
O (0.927, 4.865, -2.042)  -0.7505
O (-1.349, 3.849, -1.982)  -0.1239
C (-2.783, 3.956, -1.723)  -0.5992
O (-0.839, 5.435, -0.230)  -0.0962
C (-0.042, 6.349, 0.543)  -0.8631
H (-0.951, 6.934, -4.451)  0.2521
H (0.582, 6.711, -3.543)  0.3008
H (-0.493, 8.077, -3.176)  0.2454
H (-3.269, 3.441, -2.550)  0.2542
H (-3.133, 4.985, -1.735)  0.3342
H (-2.986, 3.474, -0.771)  0.1669
H (1.018, 6.060, 0.553)  0.3199
H (-0.349, 6.272, 1.592)  0.2913
H (-0.151, 7.390, 0.236)  0.3286
C (0.322, -0.140, -3.609)  -0.9951
O (0.329, -1.487, -4.008)  0.2947
P (1.699, -2.171, -4.405)  0.8455
O (2.901, -1.469, -4.027)  -0.7364
O (1.595, -2.424, -5.960)  -0.4080
C (0.406, -2.580, -6.571)  -0.6477
O (1.580, -3.644, -3.863)  -0.2731
C (1.930, -3.992, -2.513)  -0.3871
H (0.585, 0.545, -4.423)  0.3083
H (1.073, 0.029, -2.832)  0.5147
H (-0.638, 0.190, -3.220)  0.3822
H (-0.370, -1.903, -6.212)  0.2855
H (0.103, -3.622, -6.573)  0.2713
H (0.537, -2.284, -7.622)  0.2713
H (2.421, -4.981, -2.539)  0.2481
H (1.065, -4.047, -1.858)  0.0901
H (2.735, -3.356, -2.120)  0.2641
C (5.159, 2.341, 3.018)  -0.7730
O (4.758, 1.278, 2.157)  -0.3445
P (3.421, 1.497, 1.360)  0.7484
O (2.248, 1.775, 2.151)  -0.5306
O (3.794, 2.648, 0.338)  -0.4042
C (2.695, 3.173, -0.336)  -0.4710
O (3.300, 0.189, 0.487)  -0.1184
C (4.443, -0.291, -0.233)  -0.6209
H (4.477, 3.201, 2.952)  0.3126
H (6.136, 2.709, 2.727)  0.2852
H (5.100, 1.988, 4.041)  0.2904
H (3.071, 3.965, -0.973)  0.4084
H (1.980, 3.601, 0.358)  0.2649
H (2.216, 2.447, -0.992)  0.1257
H (4.099, -0.587, -1.224)  0.1627
H (4.806, -1.191, 0.258)  0.2491
H (5.208, 0.470, -0.328)  0.3841
C (-1.624, -3.601, 0.866)  -0.7069
O (-1.147, -4.244, -0.271)  0.0229
P (-2.233, -4.921, -1.182)  0.7484
O (-3.494, -4.211, -1.274)  -0.7674
O (-1.461, -5.039, -2.549)  -0.1877
C (-1.561, -4.020, -3.501)  -0.4235
O (-2.308, -6.413, -0.721)  -0.3327
C (-1.135, -7.182, -0.727)  -0.5730
H (-2.663, -3.278, 0.807)  0.4968
H (-1.040, -2.709, 1.088)  0.0160
H (-1.544, -4.243, 1.744)  0.3503
H (-1.491, -3.043, -3.005)  0.1253
H (-2.599, -3.942, -3.869)  0.4478
H (-0.903, -4.048, -4.346)  0.0947
H (-0.451, -6.926, -1.545)  0.2560
H (-1.385, -8.230, -0.915)  0.2691
H (-0.585, -7.134, 0.212)  0.2424
C (-2.660, 2.701, 2.672)  -0.7185
O (-2.347, 1.682, 1.785)  -0.4416
C (-1.123, 1.882, 1.271)  -0.0593
C (-0.652, 1.060, 0.077)  -0.3092
O (-0.013, -0.163, 0.454)  0.1020
C (0.322, -0.981, -0.656)  -0.2121
H (-3.546, 2.400, 3.207)  0.3316
H (-2.827, 3.658, 2.136)  0.2289
H (-1.813, 2.931, 3.344)  0.2941
H (-0.320, 1.851, 2.033)  0.3522
H (-1.012, 2.923, 0.892)  0.0063
H (0.082, 1.703, -0.440)  -0.0916
H (-1.533, 0.899, -0.582)  0.3684
H (-0.469, -1.708, -0.865)  0.1413
H (1.259, -1.487, -0.434)  0.4040
H (0.480, -0.371, -1.560)  -0.8279

E_LUMO	0.50	eV
2S+1	1
HOMO-LUMO gap	0.3653	Ha
SMILES	COP(=O)(OC)OC.COP(=O)(OC)OC.COP(=O)(OC)OC.COP(=O)(OC)OC.COP(=O)(OC)OC.COCCOC

---

(2)
The following is a DFT calculation (ωB97M-V with the def2-TZVPD basis set) of the molecule C16H26N6O5S.

Last column: natural (NBO) charge in e.
CARTESIAN COORDINATES (ANGSTROEM)
C (-5.620, -0.531, -0.077)  -0.7484
S (-5.179, -0.524, 1.674)  0.1902
C (-4.080, -1.966, 1.812)  -0.2417
C (-2.594, -1.691, 1.586)  0.6620
O (-1.803, -2.620, 1.598)  -0.6448
N (-2.214, -0.408, 1.397)  -0.6153
C (-0.810, -0.052, 1.367)  -0.2405
C (-0.242, 0.131, 2.758)  -0.0695
O (-0.925, 1.206, 3.372)  -0.5614
C (-0.558, 1.379, 4.728)  -0.0690
C (-1.331, 2.551, 5.294)  -0.2340
N (-1.001, 3.814, 4.645)  -0.4240
C (-1.867, 4.242, 3.559)  -0.4088
C (0.106, 4.461, 5.072)  0.6727
O (0.827, 4.016, 5.949)  -0.6309
C (0.440, 5.787, 4.385)  -0.3147
N (1.461, 6.517, 5.095)  -0.1740
C (2.702, 6.151, 5.459)  0.2126
N (3.294, 7.139, 6.088)  -0.4912
C (2.340, 8.111, 6.091)  0.1808
C (2.558, 9.454, 6.717)  0.6312
N (3.782, 9.570, 7.283)  -0.8116
O (1.719, 10.329, 6.709)  -0.5872
N (1.216, 7.777, 5.499)  -0.2271
C (-4.343, -2.642, 3.197)  -0.4242
C (-5.268, -3.664, 2.506)  0.1051
O (-6.647, -3.387, 2.620)  -0.7118
C (-4.629, -3.262, 1.162)  -0.4360
H (-6.141, 0.406, -0.268)  0.2369
H (-4.731, -0.570, -0.704)  0.2238
H (-6.285, -1.357, -0.316)  0.2204
H (-2.903, 0.310, 1.550)  0.4148
H (-0.267, -0.847, 0.857)  0.2336
H (-0.698, 0.872, 0.799)  0.2032
H (-0.381, -0.790, 3.337)  0.1811
H (0.834, 0.343, 2.703)  0.1736
H (-0.793, 0.474, 5.302)  0.1754
H (0.518, 1.568, 4.813)  0.1851
H (-2.401, 2.381, 5.162)  0.2061
H (-1.115, 2.636, 6.358)  0.2370
H (-1.477, 5.126, 3.065)  0.2080
H (-1.947, 3.444, 2.822)  0.2201
H (-2.866, 4.474, 3.938)  0.2009
H (0.763, 5.591, 3.359)  0.2259
H (-0.421, 6.450, 4.348)  0.2544
H (3.106, 5.173, 5.263)  0.2210
H (4.423, 8.796, 7.262)  0.4165
H (4.020, 10.432, 7.741)  0.4034
H (-3.429, -3.106, 3.565)  0.2366
H (-4.791, -2.020, 3.973)  0.2182
H (-5.144, -4.703, 2.803)  0.1844
H (-6.775, -2.441, 2.470)  0.4693
H (-5.303, -3.162, 0.313)  0.2141
H (-3.794, -3.910, 0.901)  0.2478

E_LUMO	0.21	eV
2S+1	1
HOMO-LUMO gap	0.3463	Ha
SMILES	CS[C@]1(C(=O)NCCOCCN(C)C(=O)Cn2cnc(C(N)=O)n2)C[C@H](O)C1

---

(3)
The following is a DFT calculation (ωB97M-V with the def2-TZVPD basis set) of a structure of composition C3H2LiO3 in a non-equilibrium geometry.

Last column: natural (NBO) charge in e.
CARTESIAN COORDINATES (ANGSTROEM)
C (0.817, 0.213, -0.221)  0.4443
C (-0.445, -0.493, -0.131)  -0.2056
O (-1.582, 0.228, -0.797)  -0.3790
C (-1.807, 0.261, 0.452)  0.8963
O (-2.499, 0.647, 1.313)  -0.4077
O (1.895, -0.360, -0.111)  -0.7660
H (0.747, 1.300, -0.427)  0.1762
H (-0.504, -1.579, -0.224)  0.2565
Li (3.378, -0.216, 0.146)  0.9851

total charge	+1
E_LUMO	-5.12	eV
2S+1	1
HOMO-LUMO gap	0.3516	Ha

---

(4)
The following is a DFT calculation (ωB97M-V with the def2-TZVPD basis set) of a structure of composition C9H4BF10N2O8S2Tc in a non-equilibrium geometry.

Last column: Mulliken charge in e.
CARTESIAN COORDINATES (ANGSTROEM)
Tc (-0.248, 0.734, -1.237)  1.4428
F (2.364, 1.078, 1.374)  -0.1183
C (1.606, 0.940, 2.445)  0.6731
F (1.705, -0.274, 2.933)  -0.1629
F (1.906, 1.848, 3.347)  -0.1884
S (-0.154, 1.221, 1.901)  0.9732
O (-0.215, 0.286, 0.683)  -0.2756
O (-1.048, 0.854, 2.926)  -0.5393
N (-0.301, 2.693, 1.432)  -0.4116
S (0.426, 3.431, 0.259)  1.1809
O (1.754, 3.868, 0.438)  -0.5140
O (0.176, 2.658, -1.031)  -0.6796
C (-0.711, 4.876, 0.001)  0.5791
F (-1.920, 4.408, -0.236)  -0.1977
F (-0.696, 5.608, 1.092)  -0.1651
F (-0.273, 5.560, -1.029)  -0.1605
F (3.972, 1.198, -0.815)  -0.1898
B (4.001, -0.075, -1.153)  0.5608
F (1.394, 0.041, -1.632)  -0.6339
F (4.292, -0.422, -2.385)  -0.2032
F (3.735, -0.996, -0.247)  -0.1835
O (-4.025, -0.129, -1.885)  -0.3841
C (-2.900, -0.369, -1.695)  0.4133
O (-1.907, 0.712, -1.837)  -0.6456
C (-2.161, -1.526, -1.152)  0.6929
C (-2.785, -2.450, -0.334)  -0.6691
C (-2.009, -3.443, 0.253)  -0.4650
C (-0.650, -3.478, 0.000)  -0.0492
C (-0.011, -2.588, -0.846)  -0.2707
C (-0.793, -1.610, -1.431)  -0.8526
N (0.167, -4.527, 0.659)  1.0285
O (1.351, -4.523, 0.408)  -0.5737
O (-0.427, -5.352, 1.312)  -0.5744
H (-3.846, -2.375, -0.135)  0.5248
H (-2.449, -4.175, 0.915)  0.5440
H (1.047, -2.686, -1.048)  0.6112
H (-0.368, -1.015, -2.251)  0.8830

total charge	+1
expectation value of S²	0.75
E_LUMO (alpha / beta)	-6.27 / -6.31	eV
2S+1	2
HOMO-LUMO gap (alpha / beta)	0.3071 / 0.3020	Ha

---

(5)
The following is a DFT calculation (ωB97M-V with the def2-TZVPD basis set) of the molecule C2H3N in a non-equilibrium geometry.

Last column: natural (NBO) charge in e.
CARTESIAN COORDINATES (ANGSTROEM)
C (0.065, 0.377, -0.153)  0.4435
N (0.335, 1.527, -0.050)  -0.6300
C (-0.338, -0.888, -0.185)  -0.6812
H (0.943, 1.813, 0.724)  0.3865
H (-1.111, -1.208, 0.494)  0.2417
H (0.107, -1.620, -0.829)  0.2394

E_LUMO	1.01	eV
2S+1	1
HOMO-LUMO gap	0.3654	Ha
SMILES	C=C=N

---

(6)
The following is a DFT calculation (ωB97M-V with the def2-TZVPD basis set) of a structure of composition C4H6N2O2S3 in a non-equilibrium geometry.

Last column: natural (NBO) charge in e.
CARTESIAN COORDINATES (ANGSTROEM)
C (3.147, 0.104, 0.729)  -0.2813
C (0.807, 0.154, -0.529)  -0.1929
C (-2.055, 1.806, -0.166)  0.0997
C (-1.485, -0.810, -0.092)  -0.1135
H (2.944, -1.514, 1.965)  0.4698
H (4.191, 0.601, 0.748)  0.1941
H (2.675, 0.659, 1.593)  0.1906
H (-2.071, 2.663, -1.037)  0.2077
H (-2.994, 1.379, -0.142)  0.1910
H (-1.241, 3.201, 1.052)  0.4732
N (-0.077, 1.160, -0.595)  -0.2245
N (-1.248, 0.555, -0.246)  -0.2774
O (3.245, -1.264, 0.726)  -0.6766
O (-1.915, 2.565, 1.077)  -0.7137
S (2.450, 0.728, -0.691)  0.3472
S (-3.037, -1.607, 0.120)  -0.1858
S (0.127, -1.429, -0.202)  0.4924

E_LUMO	-0.39	eV
2S+1	1
HOMO-LUMO gap	0.2931	Ha

---

Number 1: energy -4119.36671 Eh. Number 2: energy -1728.23545 Eh. Number 3: energy -348.47641 Eh. Number 4: energy -2957.23527 Eh. Number 5: energy -132.70668 Eh. Number 6: energy -1610.39500 Eh.